(1)
C5H6FNS | ωB97M-V/def2-TZVPD

The geometry in XYZ format:
```
14
Properties=species:S:1:pos:R:3:forces:R:3:lowdin_charge:R:1
C -0.1179 -1.5868 -0.2334 0.446 2.411 -2.257 -0.208
C 0.5652 -0.2120 -2.0179 0.726 -2.083 1.063 -0.107
C 0.3389 -0.6604 0.7569 0.483 0.112 1.806 -0.539
C 0.4627 -1.0846 2.0484 -0.578 1.245 -0.479 0.004
C -0.4136 1.9205 -0.3992 0.202 -0.148 1.414 -0.417
N 0.0030 -1.2020 -1.4723 -0.298 0.151 -0.258 -0.073
F -0.5416 2.8849 0.6139 -0.197 -0.547 -0.920 -0.101
S 0.9833 0.8345 0.0086 0.556 0.385 0.030 1.055
H -0.5560 -2.4690 0.0302 -0.880 -2.322 0.480 0.083
H 0.1363 0.4527 -2.7137 -0.632 0.917 -0.416 0.032
H 0.7681 -0.5736 2.9584 0.149 0.454 -0.642 0.057
H -0.0445 -2.0030 2.2665 0.187 -0.729 -0.072 0.050
H -1.2904 1.3159 -0.4824 -0.804 -0.341 0.391 0.084
H -0.2934 2.3829 -1.3639 0.640 0.495 -0.138 0.080
```
Positions in Å, forces in eV/Å.

As for the electronic energy: -20320.5626 eV. For the HOMO energy (alpha / beta), the calculation gives -7.2 / -7.2 eV. Its lowest unoccupied orbital energy (alpha / beta) is 0.454 / 0.453 eV. As for the net charge: 0.

=====

(2)
C20H24BrFFeIS4 | ωB97M-V/def2-TZVPD

The geometry in XYZ format:
```
52
Properties=species:S:1:pos:R:3:forces:R:3:lowdin_charge:R:1
Fe 0.2103 0.3666 0.1138 -0.037 -0.043 0.166 -0.403
C 3.0264 -1.9833 -0.6852 0.007 -0.078 0.033 -0.477
C 3.9414 -0.8526 -0.2718 0.015 0.063 -0.052 -0.519
S 3.7414 0.5151 -1.4437 0.083 -0.054 -0.065 0.877
C 4.2109 1.9274 -0.4170 -0.082 0.013 0.063 -0.511
C 3.0669 2.9183 -0.2954 0.010 0.014 -0.019 -0.494
S 1.5591 2.3494 0.5279 0.056 0.164 -0.110 0.803
C 2.0045 2.2481 2.2829 -0.057 -0.011 0.052 -0.462
C 2.1453 0.8122 2.7413 -0.015 -0.082 0.012 -0.461
S 0.6304 -0.1158 2.3284 -0.039 0.099 0.064 0.946
C 1.2867 -1.8179 2.3385 -0.006 -0.027 -0.090 -0.412
C 0.8993 -2.5794 1.0803 0.082 -0.041 0.025 -0.442
S 1.2446 -1.6868 -0.4577 -0.064 0.005 -0.002 0.921
H 3.2683 -2.9016 -0.1489 -0.003 0.013 0.025 0.091
H 3.1537 -2.2012 -1.7464 -0.008 -0.002 -0.003 0.079
H 4.9787 -1.1880 -0.2666 0.005 -0.011 -0.024 0.092
H 3.6893 -0.5017 0.7253 0.004 -0.005 0.000 0.039
H 5.0714 2.4269 -0.8622 -0.013 0.000 -0.024 0.084
H 4.5249 1.5628 0.5615 0.015 -0.005 0.003 0.078
H 2.7169 3.2193 -1.2847 0.020 0.007 0.003 0.076
H 3.3816 3.8276 0.2189 -0.012 -0.001 0.020 0.091
H 1.2099 2.7548 2.8325 0.001 -0.008 -0.003 0.086
H 2.9230 2.8082 2.4605 0.008 -0.022 -0.055 0.099
H 2.3098 0.7542 3.8173 -0.033 0.006 0.010 0.099
H 2.9807 0.3376 2.2328 0.026 -0.004 0.046 0.051
H 0.9016 -2.3221 3.2240 -0.014 -0.003 -0.018 0.094
H 2.3699 -1.7450 2.4379 0.005 -0.003 -0.010 0.081
H -0.1735 -2.7645 1.0489 0.066 -0.010 0.027 0.075
H 1.4125 -3.5403 1.0474 0.015 -0.014 0.002 0.096
Br -1.7434 2.3130 0.3702 0.024 -0.034 -0.037 0.910
C -2.7977 1.7538 -1.1084 0.032 -0.021 0.008 -0.651
C -4.1736 1.7870 -0.9757 -0.018 -0.006 -0.021 -0.101
C -4.9672 1.4031 -2.0477 0.016 0.005 0.010 -0.051
C -4.3852 0.9946 -3.2367 -0.016 0.005 0.007 -0.056
C -3.0041 0.9511 -3.3602 0.002 -0.012 -0.030 -0.132
C -2.2096 1.3285 -2.2912 -0.002 0.015 0.083 -0.665
I -0.1391 1.1258 -2.4486 0.026 0.018 -0.019 1.235
H -4.6180 2.1056 -0.0432 -0.002 0.000 -0.001 0.112
H -6.0434 1.4235 -1.9462 -0.001 0.001 0.002 0.117
H -5.0039 0.6961 -4.0718 0.002 -0.001 0.000 0.116
H -2.5488 0.6108 -4.2803 -0.004 -0.001 0.000 0.104
F -4.9229 -3.0288 0.1123 -0.003 0.002 -0.001 0.064
C -3.7747 -2.3262 0.1163 0.000 -0.014 0.010 -0.287
C -3.4348 -1.5974 1.2368 0.014 0.007 0.011 -0.005
C -2.2498 -0.8702 1.2207 -0.051 0.007 -0.022 -0.175
C -1.3873 -0.8409 0.1152 -0.010 0.060 -0.052 -0.387
C -1.7843 -1.6173 -0.9805 -0.070 -0.002 -0.006 -0.184
C -2.9643 -2.3531 -0.9986 0.034 0.003 -0.012 0.000
H -4.0890 -1.5989 2.0989 -0.001 -0.001 -0.004 0.122
H -2.0270 -0.2862 2.1069 0.005 0.005 0.011 0.060
H -1.1631 -1.6623 -1.8681 -0.009 0.001 -0.015 0.057
H -3.2550 -2.9398 -1.8604 -0.002 0.002 0.001 0.123
```
Positions in Å, forces in eV/Å.

As for the electronic energy: -179712.0299 eV. For the HOMO energy (alpha / beta), the calculation gives -10.8 / -10.8 eV. Its lowest unoccupied orbital energy (alpha / beta) is -2.413 / -2.406 eV. As for the net charge: +1.

=====

(3)
C3H9NO | ωB97M-V/def2-TZVPD

The geometry in XYZ format:
```
14
Properties=species:S:1:pos:R:3:forces:R:3:lowdin_charge:R:1
C 1.8135 -0.4029 1.0578 0.180 0.755 1.629 -0.116
N 1.1788 0.9148 0.5602 1.928 -2.608 -0.662 -0.082
C -0.0539 0.7236 -0.1625 -1.407 -0.819 -1.896 -0.307
O -0.5890 -0.6276 -0.3612 -1.657 0.005 -0.726 -0.230
C -2.0735 -0.5224 -0.8630 3.128 3.814 2.000 -0.014
H 1.7624 -1.1785 0.3238 0.527 -0.220 -1.034 0.037
H 2.9268 -0.1414 1.3615 -2.499 -0.757 -0.420 0.110
H 1.2124 -0.9467 1.8614 0.904 1.495 -0.366 0.085
H 1.8477 1.0844 -0.1977 -0.100 0.509 0.463 0.086
H -0.7754 1.3035 0.3466 -1.271 0.539 0.566 0.090
H 0.0002 1.0788 -1.2176 0.374 0.449 0.717 0.125
H -2.5328 -1.4042 -1.1508 0.064 -2.008 -0.827 0.042
H -2.1680 0.3239 -1.6265 0.243 -1.346 0.849 0.101
H -2.5492 -0.2053 0.0681 -0.416 0.194 -0.293 0.074
```
Positions in Å, forces in eV/Å.

As for the electronic energy: -6792.1057 eV. For the HOMO energy, the calculation gives -9.2 eV. Its lowest unoccupied orbital energy is 1.023 eV. As for the net charge: 0. As for the structure (SMILES): CNCOC.

=====

(4)
C6H8AgO6 | ωB97M-V/def2-TZVPD

The geometry in XYZ format:
```
21
Properties=species:S:1:pos:R:3:forces:R:3:lowdin_charge:R:1
O 2.7746 0.9233 -0.6627 -2.006 -1.887 -0.210 -0.048
C 3.7656 1.7975 -0.3571 2.765 3.351 0.244 -0.847
O 4.4324 1.6590 0.6832 -0.598 -1.444 0.781 -0.048
O 3.9353 2.7342 -1.1660 -1.000 -0.840 -0.491 -0.056
C 2.4660 -0.0969 0.2856 0.001 1.033 -0.464 -0.265
H 3.3754 -0.6903 0.4902 -0.231 -0.010 0.106 0.137
H 2.1647 0.3640 1.2408 0.195 -0.148 0.011 0.127
C 1.3813 -0.9629 -0.2567 1.131 -0.847 -0.328 0.024
H 1.3387 -1.0602 -1.3455 -0.192 0.239 0.222 0.079
H 1.2640 -1.9136 0.2718 -0.296 0.232 0.033 0.069
O -2.4221 0.6991 0.6282 1.063 -0.632 -0.673 0.028
C -3.4587 0.1513 0.0777 0.730 -0.783 2.049 -0.672
C -1.0434 -0.2381 0.1043 -2.817 0.771 0.185 0.054
O -4.6080 0.3336 0.4741 -0.968 1.400 -0.291 0.016
O -3.1744 -0.8328 -0.7569 -0.510 -0.427 -0.801 0.061
C -1.8508 -1.3582 -0.5680 0.304 0.300 -0.044 -0.115
H -0.7582 -0.5269 1.1242 0.911 0.876 -0.849 0.130
H -0.7162 0.5038 -0.6359 0.903 -0.327 1.108 0.142
H -1.9307 -2.2480 0.0668 0.047 0.160 -0.205 0.139
H -1.4621 -1.6145 -1.5591 -0.049 0.001 0.328 0.140
Ag -5.4732 2.3767 1.8610 0.615 -1.017 -0.713 0.905
```
Positions in Å, forces in eV/Å.

Its expectation value of S² is 0.76. As for the electronic energy: -22628.7203 eV. For the HOMO energy (alpha / beta), the calculation gives -5.8 / -5.8 eV. Its lowest unoccupied orbital energy (alpha / beta) is -4.295 / -4.294 eV. As for the net charge: 0. The multiplicity is 2.

=====

Copy entry 1 word for word.
C5H6FNS | ωB97M-V/def2-TZVPD

The geometry in XYZ format:
```
14
Properties=species:S:1:pos:R:3:forces:R:3:lowdin_charge:R:1
C -0.1179 -1.5868 -0.2334 0.446 2.411 -2.257 -0.208
C 0.5652 -0.2120 -2.0179 0.726 -2.083 1.063 -0.107
C 0.3389 -0.6604 0.7569 0.483 0.112 1.806 -0.539
C 0.4627 -1.0846 2.0484 -0.578 1.245 -0.479 0.004
C -0.4136 1.9205 -0.3992 0.202 -0.148 1.414 -0.417
N 0.0030 -1.2020 -1.4723 -0.298 0.151 -0.258 -0.073
F -0.5416 2.8849 0.6139 -0.197 -0.547 -0.920 -0.101
S 0.9833 0.8345 0.0086 0.556 0.385 0.030 1.055
H -0.5560 -2.4690 0.0302 -0.880 -2.322 0.480 0.083
H 0.1363 0.4527 -2.7137 -0.632 0.917 -0.416 0.032
H 0.7681 -0.5736 2.9584 0.149 0.454 -0.642 0.057
H -0.0445 -2.0030 2.2665 0.187 -0.729 -0.072 0.050
H -1.2904 1.3159 -0.4824 -0.804 -0.341 0.391 0.084
H -0.2934 2.3829 -1.3639 0.640 0.495 -0.138 0.080
```
Positions in Å, forces in eV/Å.

As for the electronic energy: -20320.5626 eV. For the HOMO energy (alpha / beta), the calculation gives -7.2 / -7.2 eV. Its lowest unoccupied orbital energy (alpha / beta) is 0.454 / 0.453 eV. As for the net charge: 0.

=====

> net charge of number 2 (C20H24BrFFeIS4)?

+1

=====

> What is the net charge in the fourth record?

0

=====

> What is the electronic energy in the first record?

-20320.5626 eV